Below is a molecular structure, C29H38CuN2O2P3 at a distorted geometry, with properties calculated with ωB97M-V/def2-TZVPD.

```
75
Properties=species:S:1:pos:R:3
H -0.1129 -3.4743 7.3781
O -0.3543 -2.6750 -1.5992
H -2.4670 2.5850 0.3838
H -3.0598 0.7829 -2.8178
H -2.3227 -2.2833 -4.4102
C -0.0108 -2.0861 4.2720
H 3.2296 4.2421 2.9809
C -0.0565 -0.3734 6.0043
C 1.3584 1.3981 -2.1637
C -3.2781 -1.1323 -0.2980
H -0.7362 3.3872 3.4377
C 3.7831 1.3444 4.6956
H -4.2433 -0.9617 -0.7997
H 2.7452 -2.8774 -1.0479
H -1.6496 2.0370 -4.4477
H -2.5780 -0.4389 4.2690
H 1.0264 -0.8592 -0.2183
H 2.8200 1.7626 -0.6002
H -0.9092 -2.5588 -2.4210
C -1.6015 2.7998 3.7423
C -0.0886 -2.7060 6.6096
C 2.5550 0.7210 4.4794
C -0.0934 -1.3590 6.9881
H 3.4394 0.9125 -2.0528
H -2.8618 4.5232 4.0634
C -1.5139 1.4017 3.8170
C -0.7699 1.9059 -3.8237
C 2.8507 -1.9391 -1.6024
H -4.6512 0.6909 4.9670
C 3.3680 -0.5080 1.0137
C -3.8791 2.6836 4.5622
P -0.0003 0.4995 3.3441
H 4.4582 -0.5009 0.8409
Cu -0.2257 0.3992 0.1871
H -3.4186 -1.3193 0.7772
H 2.5723 2.3652 -3.6337
H -0.0410 -4.1235 4.9763
H 0.6356 2.8548 -5.1728
C -2.7910 3.4352 4.1082
C -2.2023 0.7757 -2.1410
H 4.5409 0.8376 5.2983
C -3.8077 1.2883 4.6150
H -2.0705 -1.0938 -3.4277
C 1.5589 2.0635 -3.3777
C -0.0200 -0.7447 4.6517
H 0.0866 -3.5458 -1.7147
H -4.0793 1.8979 -0.0334
C 1.8059 2.6272 3.1756
N 0.1287 1.1451 -1.6946
P -2.2740 0.3552 -0.4354
H 4.9740 3.0981 4.3385
H 1.0537 3.1264 2.5628
C 1.5358 1.3726 3.7564
C -0.0470 -3.0724 5.2630
C -3.1099 1.6962 0.4410
C 3.0375 3.2488 3.3924
N -0.0165 -0.1827 1.9362
H 2.3980 -0.2729 4.9036
C 4.0194 2.6108 4.1573
P 2.4243 -0.5935 -0.5102
O -1.7703 -1.9960 -3.6652
H -0.0618 0.6741 6.3073
H -2.7263 -1.9656 -0.7584
C 2.5876 0.9997 -1.3620
C -0.9564 1.2975 -2.5562
H -0.1248 -1.0698 8.0411
H 0.0182 -2.3389 3.2130
H -4.7926 3.1800 4.8829
H 3.8743 -1.8410 -1.9783
H -3.2201 1.4122 1.4953
H 3.0851 0.3967 1.5731
C 0.4835 2.3227 -4.2277
H 3.0892 -1.3844 1.6174
H 2.1318 -1.9499 -2.4272
C -2.6349 0.6515 4.2196
```

The calculation puts the energy at -4052.16064 hartree. The net charge is +1. As for the spin multiplicity: 2. Its HOMO energy (alpha / beta) is -9.24 / -9.25 eV. Its LUMO energy (alpha / beta) is -2.00 / -3.39 eV. As for the expectation value of S²: 0.7572. The calculation puts the orbital gap (alpha / beta) at 7.2 / 5.9 eV.

Atom charges from the Löwdin analysis, given in e for atoms 1 to 4: atom 1 (H): 0.11, atom 2 (O): -0.12, atom 3 (H): 0.05, atom 4 (H): 0.08